[1]
Computed, not measured: an isolated ion of composition C5H10OPS and charge -1 at a distorted geometry, with ωB97M-V with the def2-TZVPD basis set.

Last column: Löwdin spin population.
Positions of all 18 atoms, in Å:
C1 2.774 -0.526 -0.025  0.4999
C2 -0.512 2.143 -0.273  0.0098
C3 -0.212 -2.489 -0.402  0.0008
C4 0.761 1.508 0.213  0.0544
C5 0.013 -1.130 0.223  0.0098
O1 2.804 -1.628 0.534  0.3569
P1 1.190 0.003 -0.843  0.1140
S1 3.979 0.699 0.106  0.9229
H1 -0.335 2.621 -1.154  0.0021
H2 -1.380 1.390 -0.327  0.0028
H3 -0.815 2.953 0.460  0.0016
H4 -1.214 -2.391 -0.863  0.0006
H5 0.701 -2.764 -0.795  -0.0004
H6 -0.159 -3.203 0.436  0.0002
H7 0.644 1.346 1.259  0.0008
H8 1.676 2.119 0.085  0.0193
H9 0.522 -1.258 1.244  0.0021
H10 -0.910 -0.594 0.207  0.0026

Calculated values
* 2S+1: 3
* ⟨S²⟩: 2.0065
* M: 149.18 g mol⁻¹
* orbital gap (spin up / spin down): 3.70 / 5.72 eV
* total charge: -1
* max |F|: 0.0700 Eh/bohr

=====

[2]
Computed, not measured: C10H14N2S as an isolated structure at a distorted geometry, with ωB97M-V with the def2-TZVPD basis set.

Last column: Löwdin charge in e.
Positions of all 27 atoms, in Å:
C1 5.518 -0.242 0.359  -0.2726
C2 4.085 -0.739 0.040  -0.6164
C3 1.398 -0.069 0.043  -0.6954
C4 -1.075 0.378 -0.078  -0.3178
C5 -1.629 -0.792 -0.526  -0.0330
C6 -3.065 -1.005 -0.500  -0.0712
C7 -3.991 -0.142 0.144  -0.3712
C8 -5.494 -0.601 0.086  -0.1284
C9 -3.362 1.029 0.525  -0.0856
C10 -1.974 1.447 0.287  -0.0060
H1 5.674 0.524 1.331  0.1221
H2 5.775 0.420 -0.753  0.1196
H3 6.045 -1.270 0.337  0.0706
H4 4.093 -1.584 -0.783  0.0921
H5 3.809 -1.398 1.237  0.1761
H6 0.480 -1.333 1.137  0.0256
H7 0.165 1.628 -0.281  0.0831
H8 -1.200 -1.577 -1.247  0.1434
H9 -3.275 -1.880 -1.047  0.0739
H10 -6.245 0.223 -0.899  0.1690
H11 -6.077 -0.449 1.353  0.1481
H12 -5.395 -1.861 -0.290  0.1218
H13 -3.980 1.915 0.946  0.1257
H14 -1.564 2.624 0.020  0.1821
N1 1.391 -1.061 0.864  0.0793
N2 0.269 0.662 -0.234  0.0157
S1 2.976 0.702 -0.485  0.8494

Calculated values
* M: 194.30 g mol⁻¹
* orbital gap: 8.83 eV
* energy relative to the best compared isomer or geometry (same formula, charge and spin): 208.0 kcal/mol
* max |F|: 0.0952 Eh/bohr

=====

[3]
Computed, not measured: an isolated ion of composition C7H12NO3S and charge +1 at a distorted geometry, with ωB97M-V with the def2-TZVPD basis set.

Last column: Löwdin charge in e.
Positions of all 24 atoms, in Å:
C1 -3.774 0.541 0.041  0.1146
C2 -2.678 0.871 -0.598  -0.0719
C3 -1.371 1.054 0.063  -0.5048
O1 -1.220 0.904 1.262  0.1322
O2 -0.336 1.275 -0.751  -0.0681
S1 1.020 0.533 -0.473  0.8641
O3 1.782 0.477 -1.655  -0.1922
C4 1.923 1.359 0.729  -0.1953
C5 3.086 2.010 0.426  0.1213
N1 0.465 -0.927 -0.025  -0.3409
C6 0.997 -1.736 1.098  -0.0501
C7 -0.185 -1.685 -1.069  -0.0692
H1 -4.552 0.264 -0.641  0.0862
H2 -3.773 0.041 0.954  0.0774
H3 -2.590 0.955 -1.687  0.1298
H4 1.435 1.625 1.664  0.1067
H5 3.760 2.604 1.079  0.1178
H6 3.607 1.589 -0.417  0.0769
H7 0.390 -2.672 1.134  0.1054
H8 2.122 -2.077 0.902  0.1360
H9 1.074 -1.290 2.118  0.0988
H10 -1.299 -1.596 -0.972  0.1107
H11 0.092 -1.340 -2.053  0.0898
H12 0.024 -2.779 -1.129  0.1249

Calculated values
* M: 190.24 g mol⁻¹
* orbital gap: 9.54 eV
* energy relative to the best compared isomer or geometry (same formula, charge and spin): 28.3 kcal/mol
* total charge: +1
* SMILES: C=CC(=O)O[S@@](=O)(C=C)=[N+](C)C
* max |F|: 0.1047 Eh/bohr